Record 1
A structure of composition C6H9Cl at a distorted geometry, computed with ωB97M-V/def2-TZVPD.

The orbital gap is 8.84 eV. Its charge is 0. The value obtained for the energy relative to the best compared isomer or geometry (same formula, charge and spin) is 69.87 kcal per mole. For the highest occupied orbital energy, the calculation gives -9.4 eV. Its LUMO energy is -0.61 eV.

Each line ends with the Mulliken charge.
CARTESIAN COORDINATES (ANGSTROEM)
C 0.91837 0.79023 1.38681  -1.01
C 0.20609 0.79424 0.29022  0.79
C -0.77039 -1.79282 0.46690  -0.35
C -0.81418 -1.33975 -0.96411  -0.62
C -0.66334 -0.37000 0.18863  0.00
C 0.43304 1.66912 -0.93341  -1.29
Cl -2.70055 0.49763 0.94301  -0.37
H 1.66542 1.56734 1.31400  0.34
H 0.46218 0.16088 2.13857  0.34
H -1.70253 -2.03101 1.04590  0.24
H -0.01362 -2.27267 0.96501  0.28
H 0.01566 -1.50612 -1.63270  0.25
H -1.73297 -1.73282 -1.44597  0.24
H -0.55285 1.50133 -1.41573  0.31
H 0.53201 2.72612 -0.68430  0.43
H 1.17019 1.16254 -1.36243  0.42


Record 2
A cluster of 14 separate species, C5H41N3O13 in total at a distorted geometry, computed with ωB97M-V/def2-TZVPD.

The orbital gap is 9.00 eV. Its charge is 0. The value obtained for the energy relative to the best compared isomer or geometry (same formula, charge and spin) is 171.99 kcal per mole. For the highest occupied orbital energy, the calculation gives -8.8 eV. Its LUMO energy is 0.16 eV.

Each line ends with the Mulliken charge.
CARTESIAN COORDINATES (ANGSTROEM)
N 1.78629 0.55116 3.74756  -0.51
C 0.90518 -0.71052 4.11412  -0.45
C -0.57393 -0.25655 4.14067  -0.62
N -1.36914 -0.13097 2.85052  0.05
C -1.37113 2.45552 3.27309  -1.21
C -2.14182 1.10604 2.82797  0.40
C -2.60688 1.24504 1.28743  -1.37
N -1.79064 1.94478 0.31945  -0.13
H 2.73831 0.39699 3.94562  0.24
H 1.34460 0.91090 2.95024  0.07
H 0.98390 -1.41348 3.26594  0.06
H 1.01925 -1.10122 5.06289  0.55
H -1.04868 -1.04425 4.83748  0.31
H -0.61080 0.58138 4.83240  0.21
H -0.73755 -0.32269 2.03870  0.00
H -1.19555 2.57248 4.40109  0.37
H -1.98768 3.23960 2.91859  0.47
H -0.35146 2.48334 2.75767  0.15
H -3.14661 1.04170 3.39713  0.22
H -2.85852 0.30612 0.88185  0.47
H -3.61023 1.69309 1.34036  0.45
H -2.29423 2.36036 -0.41652  0.19
H -0.94493 2.52544 0.61316  0.18
H -0.65650 1.60835 -1.69014  0.00
H -1.18049 0.22499 -1.92068  0.42
O -0.45687 0.71669 -2.07074  -0.54
H 2.96307 -0.70815 0.40239  0.28
H 2.83599 -1.13671 -1.08845  0.24
O 2.64425 -0.46663 -0.50362  -0.54
H 0.35959 -2.19356 1.00045  0.33
H 0.69564 -1.21063 -0.08885  0.20
O 1.02553 -1.62837 0.73393  -0.48
H -0.30049 -0.10298 -4.49955  0.39
H 0.10642 -0.36251 -3.07916  0.34
O 0.05775 -0.84768 -3.97816  -0.75
H 2.17408 0.87260 -1.50538  0.57
H 1.08274 1.20812 -2.73847  0.71
O 2.02976 1.29085 -2.44857  -0.94
H 2.03735 1.10239 1.06766  0.22
H 0.82730 1.58171 0.20050  0.32
O 1.84412 1.71388 0.31954  -0.63
H -3.35456 1.44849 -2.35064  0.22
H -3.54386 0.12253 -2.99185  0.25
O -2.88367 0.74553 -2.66841  -0.43
H 1.94964 -0.54755 -4.79610  0.33
H 2.74578 0.53511 -3.92474  0.42
O 2.78598 -0.18380 -4.60580  -0.75
H -1.13015 -4.00384 1.21756  0.22
H -1.44938 -3.05238 2.33382  0.24
O -0.89642 -3.17526 1.61181  -0.49
H 0.18394 -4.35259 -3.42840  0.36
H 0.64205 -3.29339 -2.46503  0.28
O 0.52769 -4.23843 -2.43400  -0.66
H 2.21726 -1.95305 -3.36543  0.32
H 3.09941 -2.83302 -2.34604  0.25
O 2.36369 -2.17841 -2.44864  -0.57
H 0.23761 4.07268 -2.27457  0.21
H 1.38927 2.76039 -2.30438  0.42
O 0.36755 3.09015 -2.10310  -0.66
H -1.36477 -1.37420 -0.75379  0.25
H -0.64730 -2.06257 -1.74681  0.29
O -1.46675 -1.62296 -1.65557  -0.73


Record 3
A structure of composition C12H25BN7RuS2, computed with ωB97M-V/def2-TZVPD.

The orbital gap (alpha / beta) is 7.31 / 5.16 eV. Its charge is +3. As for the spin multiplicity: 5. The value obtained for the energy relative to the best compared isomer or geometry (same formula, charge and spin) is 13.59 kcal per mole. For the highest occupied orbital energy (alpha / beta), the calculation gives -17.6 / -17.8 eV. Its LUMO energy (alpha / beta) is -10.31 / -12.66 eV.

Each line ends with the Mulliken spin population.
CARTESIAN COORDINATES (ANGSTROEM)
Ru -0.05435 0.72638 -0.58421  2.53
N -1.47728 0.58514 -2.27469  0.05
C -1.50725 1.90798 -2.96085  -0.03
C -1.52541 2.99751 -1.90834  0.01
N -0.44382 2.80501 -0.88444  -0.02
C 0.82937 3.54979 -1.14429  0.01
C 1.70014 2.80913 -2.13210  -0.02
N 1.85446 1.40403 -1.65915  0.11
H -1.30105 -0.15672 -2.95027  0.01
H -2.40297 0.38087 -1.89749  0.00
H -2.38309 1.99796 -3.60470  0.00
H -0.63019 1.96903 -3.60229  0.00
H -2.47705 2.97702 -1.37373  0.00
H -1.43336 3.98398 -2.36492  0.00
H -0.80555 3.17556 -0.00820  0.02
H 1.33964 3.63904 -0.18288  0.00
H 0.60400 4.55857 -1.49454  0.00
H 2.66735 3.30412 -2.22120  0.00
H 1.26032 2.79033 -3.12713  0.00
H 2.61209 1.36070 -0.97881  0.00
H 2.14353 0.80559 -2.42948  0.00
C 2.71643 -3.51026 -1.47559  0.00
N 2.51065 -3.10800 -0.07313  0.03
C 3.27603 -3.44993 0.95108  0.26
C 2.67748 -2.89046 2.11164  0.29
N 1.57357 -2.24025 1.75462  0.00
B 0.58473 -1.80624 3.00830  -0.01
N -0.85819 -1.44935 2.57855  0.01
C -1.95507 -2.19830 2.92535  0.02
C -3.06788 -1.45288 2.69611  0.01
N -2.64392 -0.24390 2.20507  0.02
C -3.52352 0.89702 1.94984  0.00
C -1.30282 -0.26403 2.14088  -0.01
S -0.26476 1.04792 1.65373  0.29
C 1.46271 -2.31329 0.39632  0.17
S 0.31569 -1.67389 -0.65652  0.23
H 3.62552 -4.10235 -1.52118  0.00
H 2.81856 -2.62290 -2.09356  0.00
H 1.86714 -4.10535 -1.80241  0.00
H 4.16510 -4.05537 0.85721  0.00
H 2.98576 -2.98736 3.14179  0.01
H 0.52705 -2.81262 3.64204  0.00
H 1.13048 -0.89329 3.54498  0.00
H -1.85654 -3.18826 3.33479  0.00
H -4.10979 -1.67052 2.85734  0.00
H -4.51205 0.52141 1.70223  0.00
H -3.13225 1.47667 1.11725  0.01
H -3.57961 1.52480 2.83702  0.00


Record 4
An isolated molecule of C8H14 at a distorted geometry, computed with ωB97M-V/def2-TZVPD.

The orbital gap is 9.87 eV. Its charge is 0. The structure (SMILES) is C/C=C/C=C/CCC. The value obtained for the energy relative to the best compared isomer or geometry (same formula, charge and spin) is 38.69 kcal per mole. For the highest occupied orbital energy, the calculation gives -8.6 eV. Its LUMO energy is 1.25 eV.

Each line ends with the Mulliken charge.
CARTESIAN COORDINATES (ANGSTROEM)
C 1.38396 -0.79729 -3.42093  -1.23
C 0.07832 -0.72762 -2.59308  -0.36
C -0.07607 0.64628 -1.91687  -0.63
C -0.70551 0.63650 0.50044  -0.37
C 0.22558 0.56160 -0.43838  -0.28
C -0.49390 -0.05225 4.30383  -1.18
C -0.92745 -0.04055 2.85489  0.04
C -0.30683 0.69031 1.93330  -0.57
H 1.62527 0.09073 -4.00869  0.33
H 1.37078 -1.62010 -4.13607  0.35
H 2.21808 -0.91199 -2.72358  0.29
H -0.76837 -0.94823 -3.24605  0.38
H 0.14038 -1.63048 -1.98705  0.29
H -1.14772 0.79374 -1.97238  0.26
H 0.40548 1.47051 -2.43546  0.44
H -1.76913 0.81648 0.38757  0.35
H 1.27784 0.55165 -0.17320  0.31
H 0.54127 0.27913 4.37557  0.33
H -0.55572 -1.04592 4.74715  0.33
H -1.17760 0.55076 4.90863  0.27
H -1.82884 -0.63374 2.72378  0.34
H 0.49017 1.32048 2.31659  0.32


> What is the charge in the third record?

+3


> energy relative to the best compared isomer or geometry (same formula, charge and spin) of number 4 (C8H14)?

38.69 kcal per mole


> Which value of charge does entry 1 give?

0


> The lowest energy relative to the best compared isomer or geometry (same formula, charge and spin) belongs to which entry?

C12H25BN7RuS2